No. 1
ORCA calculation (the ωB97M-V functional and the def2-TZVPD basis) on a cluster of 2 separate species, C5H16N3 in total.

Results
**Strongest force on any atom**: 0.6 eV/Å
**Net charge**: +1
**Kohn-Sham gap**: 0.3671 Eh

Last column: Mulliken charge in e.
Geometry (Å):
1 H 2.9255 -2.6760 -0.0297  0.3976
2 H 3.2371 -1.4426 -1.2633  0.4157
3 C 2.4532 -1.9930 -0.7356  -1.4183
4 H 0.0388 -0.6410 -1.3462  0.4225
5 N -3.6412 1.2768 0.2169  -0.5638
6 H 0.4932 0.7738 -0.4082  0.3208
7 H 1.4258 0.1206 -1.6907  0.3640
8 H 2.1811 -0.3593 0.6178  0.2135
9 C -1.4260 2.0244 0.6620  -0.2377
10 H 1.0721 -2.3751 1.6317  0.3885
11 H -4.0299 0.3513 0.0854  0.2702
12 H -1.8844 0.7676 -0.9485  0.2508
13 H 1.8692 -2.5944 -1.4331  0.3691
14 C 0.5553 -1.7135 0.9422  -1.3123
15 H -4.1498 1.8944 -0.4069  0.2621
16 H -1.7977 2.5993 1.5014  0.3334
17 N 0.0005 2.1094 0.4088  -0.6441
18 C -2.2472 1.3015 -0.0712  -0.3446
19 H -0.0326 -0.9864 1.4941  0.3674
20 H -0.1333 -2.3471 0.3770  0.3844
21 H 0.4602 2.1103 1.3142  0.3121
22 C 1.5615 -1.0413 0.0404  0.3932
23 H 0.2511 2.9835 -0.0435  0.2591
24 N 0.8176 -0.1433 -0.9151  -0.2039

No. 2
ORCA calculation (the ωB97M-V functional and the def2-TZVPD basis) on a cluster of 2 separate species, C5H16N3 in total in a non-equilibrium geometry.

Results
**Strongest force on any atom**: 1.7 eV/Å
**Net charge**: +1
**Kohn-Sham gap**: 0.3264 Eh

Last column: Mulliken charge in e.
Geometry (Å):
1 H -0.3502 -1.1206 -0.8474  -0.0542
2 H 0.7497 -0.9859 -2.2787  0.3148
3 N -1.1919 -1.6730 -2.7472  -0.6467
4 H -1.9268 -1.9629 -2.0937  0.2645
5 N 0.4054 1.5308 -1.5409  -0.5680
6 C -0.0045 0.4239 2.4943  -0.3126
7 H 2.0592 0.8483 -0.1889  0.2895
8 H -0.6537 0.8709 -3.2853  0.3065
9 H -0.8717 -1.5795 2.7872  0.3681
10 N 0.7002 0.2196 1.2277  0.0726
11 C 1.5474 1.0452 0.7359  -0.2016
12 H -1.6410 0.8581 -1.8153  0.2976
13 C -0.2860 -0.8113 -1.9180  -0.1407
14 H -0.7964 -0.5100 4.1546  0.3501
15 C -0.6374 0.6333 -2.1634  -0.5779
16 H 0.0623 2.4942 -1.7175  0.2490
17 H 0.7201 -1.4064 3.5833  0.3415
18 H 0.4897 1.2150 3.0630  0.3247
19 H -0.6913 -2.5498 -2.9399  0.2564
20 H 0.4578 -0.6853 0.7665  0.3989
21 H 1.2253 1.4065 -2.1630  0.3031
22 C -0.1993 -0.8477 3.2907  -1.1897
23 H 1.8432 1.8785 1.3746  0.2966
24 H -1.0102 0.7082 2.2215  0.2574

No. 3
ORCA calculation (the ωB97M-V functional and the def2-TZVPD basis) on a cluster of 2 separate species, C5H16N3O in total in a non-equilibrium geometry.

Results
**Strongest force on any atom**: 3.1 eV/Å
**Net charge**: +1
**Kohn-Sham gap**: 0.3314 Eh

Last column: Mulliken charge in e.
Geometry (Å):
1 N -2.0505 -0.9505 -1.0569  -0.5995
2 O 0.6784 1.1244 -2.5795  -0.6362
3 H -0.0092 -2.2947 0.0167  0.2649
4 N 0.8972 -2.3603 0.4991  -0.3114
5 C 1.3085 -1.0279 1.2010  -0.8104
6 C -0.7949 1.6367 0.9010  -0.8258
7 H 0.3766 0.2331 -2.8324  0.3096
8 H 0.7675 -3.1766 1.0948  0.3753
9 C 0.7028 1.3833 0.9262  -0.7530
10 H 1.9316 0.2116 -0.4372  0.4219
11 H -2.7622 0.0841 0.6804  0.3913
12 H 0.5854 -0.9502 2.0089  0.4158
13 C -2.1846 0.0212 -0.2411  -0.0058
14 H -1.0539 2.6853 0.9683  0.3950
15 H -2.8590 -1.4751 -1.3510  0.2066
16 H 2.2543 -1.2646 1.6781  0.3398
17 N -1.4069 1.1373 -0.3203  -0.2145
18 H 0.4466 1.5364 -3.4309  0.2981
19 H -0.9591 1.3786 -1.1951  0.3252
20 H 1.2251 1.3774 1.8824  0.4301
21 C 1.0375 0.0340 0.1670  0.0216
22 H 1.2563 2.1170 0.3406  0.3529
23 H 0.2790 -0.1309 -0.5782  -0.1291
24 H 1.6723 -2.5992 -0.1161  0.3531
25 H -1.3388 1.2696 1.7743  0.3843

No. 4
ORCA calculation (the ωB97M-V functional and the def2-TZVPD basis) on a cluster of 2 separate species, C5H16NO in total.

Results
**Multiplicity**: 2
**Strongest force on any atom**: 0.5 eV/Å
**Kohn-Sham gap (alpha / beta)**: 0.1550 / 0.4136 Eh

Last column: Mulliken charge in e.
Geometry (Å):
1 H -1.0944 0.3379 -2.2859  1.1083
2 H 1.0931 -0.5376 1.4199  0.1578
3 N -1.3585 0.0240 -1.3101  -1.4647
4 H 1.7027 0.6840 2.5570  0.3545
5 H -2.2313 -1.5852 -0.3424  0.3713
6 H 0.1704 -2.0941 -0.4960  0.2625
7 C -0.3124 1.8825 1.2079  -1.5276
8 C -0.4635 -2.2924 -1.3617  -1.0379
9 H -2.1717 0.6216 -0.9782  0.9061
10 H -0.7251 -3.3489 -1.3905  0.3575
11 H -2.4149 -1.5928 -2.1050  0.6662
12 H 1.0288 1.1486 -0.3691  0.3735
13 H -0.2101 2.4315 2.1453  0.4514
14 O 3.0261 0.1800 1.0552  -0.5121
15 H -0.8171 2.5226 0.4838  0.5097
16 H 1.7185 2.3557 0.6636  0.4325
17 H 0.1237 -2.0411 -2.2437  0.3875
18 H -0.9767 1.0396 1.4128  0.3307
19 H -0.5935 0.2131 -0.6485  -0.5333
20 C 1.0658 1.4835 0.6727  -0.4573
21 H 3.4682 -0.3794 1.6966  0.2987
22 C -1.7148 -1.4346 -1.2877  -1.1416
23 C 1.6867 0.3815 1.5040  -0.2938

No. 5
ORCA calculation (the ωB97M-V functional and the def2-TZVPD basis) on a cluster of 2 separate species, C5H16NO in total in a non-equilibrium geometry.

Results
**Strongest force on any atom**: 5.2 eV/Å
**Net charge**: +1
**Kohn-Sham gap**: 0.4144 Eh

Last column: Mulliken charge in e.
Geometry (Å):
1 H -1.1399 0.1381 1.9159  0.3673
2 H 1.3325 0.1419 1.9478  0.3691
3 C 0.7071 0.3741 1.0405  -0.8662
4 H -3.9995 0.5759 -1.5970  0.3392
5 H -4.8623 1.0582 -0.5186  0.3283
6 H 0.6301 1.4014 0.9119  0.4259
7 H -2.2961 -0.1819 -0.3112  0.4275
8 H 2.9184 -1.6915 0.6869  0.3743
9 H 1.2731 -2.2967 0.2872  0.3316
10 H 3.2080 0.4438 -1.5133  0.3982
11 C -0.6662 -0.2469 1.0105  -0.5714
12 H 3.4264 0.9247 0.1591  0.3793
13 H -0.8022 -1.2514 0.9013  0.4138
14 H -1.5296 1.1798 -0.1848  0.3874
15 N -1.2966 0.2040 -0.2271  -0.1899
16 C 2.0994 -1.6302 0.0005  -1.4274
17 H -0.4853 0.2921 -0.8740  0.1838
18 O -4.0243 0.5658 -0.6130  -0.6948
19 H 2.3433 -2.1593 -0.9092  0.4022
20 C 1.5301 -0.2603 -0.2145  0.5012
21 H 2.0969 1.7331 -0.7048  0.3057
22 H 0.9472 -0.2029 -1.1107  0.2439
23 C 2.6978 0.7534 -0.6026  -1.4291

No. 6
ORCA calculation (the ωB97M-V functional and the def2-TZVPD basis) on a cluster of 2 separate species, C5H16NO2 in total in a non-equilibrium geometry.

Results
**Strongest force on any atom**: 3.9 eV/Å
**Net charge**: +1
**Kohn-Sham gap**: 0.4282 Eh

Last column: Mulliken charge in e.
Geometry (Å):
1 H -0.7255 -0.4371 2.2633  0.4441
2 H 2.3446 -0.0671 -1.2324  0.3721
3 C 0.9385 -1.9149 0.6059  -1.2563
4 H 1.0323 1.4121 0.8201  0.3238
5 H 0.5417 -1.3991 3.0727  0.4055
6 N -0.7509 0.7078 -0.1023  -0.2135
7 H -4.0210 1.2015 -0.2836  0.2926
8 H -0.1281 -2.1982 0.6742  0.3688
9 C 0.6846 0.6030 0.1469  0.0198
10 H -0.9991 0.3126 -1.0237  0.4619
11 C 0.3195 -0.4943 2.5074  -1.5294
12 H 1.8422 1.6047 -1.3710  0.3501
13 H 0.9550 -1.9756 -0.4851  0.2393
14 O -3.2671 0.7284 -0.6363  -0.5820
15 H 0.7164 0.3142 3.0844  0.4070
16 H -0.9468 1.6811 -0.3380  0.3789
17 H 0.7150 -0.6922 -2.5141  0.3539
18 O 0.6125 0.2327 -2.2760  -0.6030
19 C 1.1330 -0.5095 1.1670  -0.0775
20 H 2.1887 -0.3718 1.4619  0.4392
21 C 1.4614 0.5857 -1.1898  -0.6741
22 H -3.5560 0.2452 -1.4028  0.2938
23 H -1.3523 0.2633 0.5819  0.3748
24 H 1.4102 -2.6919 1.2060  0.4102

No. 7
ORCA calculation (the ωB97M-V functional and the def2-TZVPD basis) on a cluster of 3 separate species, C5H16NO2 in total in a non-equilibrium geometry.

Results
**Strongest force on any atom**: 4.1 eV/Å
**Net charge**: +1
**Kohn-Sham gap**: 0.3770 Eh

Last column: Mulliken charge in e.
Geometry (Å):
1 O -0.8790 0.0755 3.7683  -0.6294
2 H 0.0746 2.8162 -1.7220  0.2675
3 H 0.8335 -3.3826 1.8718  0.3405
4 H 1.9590 -3.0030 -0.3933  0.3144
5 H -1.8719 0.4756 -2.1446  0.2461
6 N 0.8119 -1.2378 -0.5978  -0.1381
7 H -1.5414 0.0198 0.4141  0.4078
8 H -2.6284 1.6444 -0.9009  0.3325
9 H -0.6429 2.0231 -3.1070  0.3643
10 C 1.9423 -1.8541 -0.3115  -0.1726
11 H -0.1856 -1.8165 -0.6877  0.3893
12 C -0.8463 0.7643 -0.1337  -0.4958
13 H -1.2262 0.8765 3.2703  0.3192
14 H 0.5371 0.4802 -1.7835  0.3128
15 H 2.9581 -1.4596 -0.1584  0.3471
16 H -0.7452 0.4180 4.6625  0.3208
17 H 2.3675 -3.5061 2.2444  0.3220
18 O 1.7222 -2.9775 1.7242  -0.6238
19 C 0.5437 0.3067 -0.6448  -0.4980
20 C -0.9221 2.3891 -2.1016  -1.1758
21 H -0.6089 1.6348 0.5943  0.1994
22 H -1.4206 3.2457 -2.4509  0.3823
23 H 1.3988 0.7519 -0.0238  0.3096
24 C -1.6301 1.3154 -1.3883  -0.4420

No. 8
ORCA calculation (the ωB97M-V functional and the def2-TZVPD basis) on a cluster of 3 separate species, C5H16NO2 in total in a non-equilibrium geometry.

Results
**Multiplicity**: 2
**Strongest force on any atom**: 7.3 eV/Å
**Net charge**: +2
**Kohn-Sham gap (alpha / beta)**: 0.4047 / 0.2661 Eh

Last column: Mulliken charge in e.
Geometry (Å):
1 C 0.7550 0.8103 -0.9940  0.1854
2 C -0.8651 2.0650 -2.0774  -1.1655
3 H -0.4039 -1.7922 -0.9493  0.2675
4 O -0.7844 -2.0223 -0.0246  -0.5665
5 H 1.0540 1.7953 -0.3854  0.2736
6 H 0.7979 -1.4537 2.4179  0.3397
7 H 0.4604 0.0794 2.7387  0.4518
8 H -0.4208 3.0705 -1.7365  0.3739
9 C 1.8287 -0.1376 1.1029  -0.7979
10 H -2.2941 -0.0660 2.5283  0.3014
11 H 2.8306 -0.7580 1.2917  0.3745
12 C 1.5115 -0.3578 -0.4478  -0.6003
13 H -1.7892 2.0893 -1.3356  0.3167
14 H -1.5626 -2.3842 -0.2411  0.2966
15 C -0.0532 0.8971 -2.0145  0.1015
16 O -2.1413 -0.1274 1.5796  -0.6197
17 H -0.1679 0.2402 -2.9391  0.4003
18 H 0.9972 -1.2167 -0.4849  0.4172
19 H 2.3657 -0.5194 -1.1518  0.4373
20 H -1.3285 2.2595 -2.9979  0.4029
21 H -0.3263 -0.4345 1.4379  0.3019
22 H -2.9206 -0.1996 1.0465  0.2887
23 N 0.6973 -0.5793 1.9407  -0.2027
24 H 2.1716 0.8802 1.3204  0.4218

No. 9
ORCA calculation (the ωB97M-V functional and the def2-TZVPD basis) on a cluster of 4 separate species, C5H16NO3 in total in a non-equilibrium geometry.

Results
**Strongest force on any atom**: 1.9 eV/Å
**Net charge**: +1
**Kohn-Sham gap**: 0.3472 Eh

Last column: Mulliken charge in e.
Geometry (Å):
1 O 2.7604 1.3008 -1.4384  -0.6819
2 H -2.4842 2.3193 0.4396  0.3573
3 H 2.4133 1.0027 -2.2891  0.3162
4 C -0.6836 0.4123 -0.3143  -0.3592
5 H 2.4005 -2.7322 0.6915  0.2779
6 H -2.4097 -0.6029 -0.3262  0.2977
7 H -0.6669 1.2850 1.5825  0.4111
8 N 1.3258 0.7840 0.9399  0.1782
9 H 1.2502 0.1521 2.8802  0.2918
10 H 0.9407 -2.5614 0.3936  0.3630
11 H -2.3287 0.2664 -1.6644  0.4710
12 H 2.9151 0.2631 2.1221  0.2985
13 C 1.8537 0.4069 2.0195  -0.1090
14 H -3.8162 1.7646 -0.5268  0.3341
15 H -1.0893 -3.5183 -1.2827  0.3219
16 O 1.7491 -2.0340 0.5232  -0.5727
17 H -0.1538 -2.2995 -1.4875  0.3045
18 C -2.1321 0.4253 -0.6032  -0.4675
19 H 1.8692 0.8262 0.0651  0.2196
20 H -3.4697 1.0111 1.0160  0.3386
21 H 0.0357 0.1055 -1.0798  0.3762
22 H 3.1665 2.1595 -1.6695  0.3185
23 C -3.0148 1.4171 0.1183  -1.2970
24 C -0.0762 0.8714 0.7725  -0.3270
25 O -0.3548 -3.0248 -0.8822  -0.6619

No. 10
ORCA calculation (the ωB97M-V functional and the def2-TZVPD basis) on a cluster of 3 separate species, C5H16NO4 in total in a non-equilibrium geometry.

Results
**Strongest force on any atom**: 4.3 eV/Å
**Net charge**: -1
**Kohn-Sham gap**: 0.2682 Eh

Last column: Mulliken charge in e.
Geometry (Å):
1 H -1.2763 0.3289 -1.2728  0.2020
2 O -3.0317 0.6184 1.4488  -0.7314
3 H -3.3279 0.0405 0.7154  0.2644
4 C -0.8003 -1.2856 1.0419  -0.6468
5 N 1.7463 1.7613 -1.1421  -0.7713
6 H -0.6873 1.9615 -0.9969  0.3160
7 H -0.3405 -1.9658 -0.9569  0.3571
8 H 2.3467 -0.7991 -0.4331  0.3700
9 O -0.6713 -0.0437 1.4585  -0.9933
10 H -1.7528 -1.2437 0.7043  0.4058
11 H 1.1082 -0.0398 0.7754  -0.0509
12 O -0.7009 1.3296 -2.9767  -0.5601
13 H 1.3567 0.2958 2.8385  0.3379
14 H 0.8041 -0.9068 2.8737  0.3670
15 H 1.2379 0.1115 -2.3159  0.2105
16 H -0.9735 0.4777 -3.4555  0.3319
17 H 1.9630 1.8505 -0.1629  0.2567
18 C 0.8898 0.5186 -1.3923  0.5934
19 C 0.2303 -1.6001 -0.0908  -0.7023
20 C 1.2442 -0.4488 -0.2711  -0.4324
21 H 0.8573 -2.4734 0.2411  0.3067
22 O 1.6910 -0.5752 3.0641  -0.6979
23 H -2.0786 0.5300 1.4879  0.4239
24 H 1.3396 2.6223 -1.4697  0.2510
25 H -0.6614 -2.0868 1.9115  0.2213
26 C -0.5126 1.0225 -1.6245  -0.6292

No. 11
ORCA calculation (the ωB97M-V functional and the def2-TZVPD basis) on a cluster of 4 separate species, C5H16NO5 in total in a non-equilibrium geometry.

Results
**Strongest force on any atom**: 4.5 eV/Å
**Net charge**: -1
**Kohn-Sham gap**: 0.2951 Eh

Last column: Mulliken charge in e.
Geometry (Å):
1 H 0.9731 0.7091 -3.7557  0.2789
2 O 1.2959 -1.2356 2.0202  -0.8833
3 H -0.3818 1.5176 -2.9234  0.2875
4 C 0.8573 0.3612 -1.5892  -0.4573
5 H -1.4473 0.9416 2.8704  0.2946
6 C -0.4125 -0.5041 -1.5560  0.3549
7 H 0.7737 -0.4024 3.4579  0.4079
8 H -0.9867 -2.4743 -1.8775  0.3122
9 C 1.3596 2.6109 -2.6966  -1.1992
10 H -0.4112 1.7430 2.2202  0.3386
11 O -0.3879 -0.3871 0.7569  -0.6395
12 C 0.6717 1.2323 -2.8402  -0.3923
13 N -0.2356 -1.7448 -2.2317  -0.6327
14 H 1.6973 -1.1605 1.1933  0.2631
15 C -0.9773 -0.9189 -0.1860  0.2737
16 O 0.3980 -0.0362 4.2243  -0.6882
17 O -1.2388 1.8138 2.7197  -0.6871
18 H 1.7577 -0.3185 -1.6202  0.4160
19 H 0.7871 3.4608 -3.2444  0.3008
20 H 1.4358 3.0604 -1.7638  0.3946
21 O -1.8554 -1.7446 -0.1133  -0.7681
22 H 0.7695 -1.9696 -2.3538  0.1914
23 H -0.1450 0.6860 4.0610  0.3364
24 H 0.8219 0.8955 -0.6567  0.1867
25 H -1.3530 -0.0142 -2.0720  0.0102
26 H 2.3840 2.7302 -3.1912  0.2552
27 H 0.2868 -1.1609 1.6229  0.4449

No. 12
ORCA calculation (the ωB97M-V functional and the def2-TZVPD basis) on a cluster of 2 separate species, C5H16NOS in total in a non-equilibrium geometry.

Results
**Strongest force on any atom**: 4.2 eV/Å
**Net charge**: +1
**Kohn-Sham gap**: 0.3315 Eh

Last column: Mulliken charge in e.
Geometry (Å):
1 O -0.5639 -0.0006 -3.1666  -0.5775
2 H -0.5284 0.5649 -1.4535  0.4569
3 C -2.1913 0.1200 0.3551  -1.3691
4 H 0.1035 -0.5726 -3.4056  0.2717
5 H 2.7683 -2.2346 1.7013  0.2447
6 C 2.4379 -2.3766 0.5814  -0.7769
7 H -0.4959 -0.1855 2.1775  0.3441
8 H -1.7179 -0.8336 -0.1267  0.2554
9 H 1.9312 0.3280 1.9751  0.3819
10 N -0.7063 1.5252 -0.8544  -0.2725
11 C 1.3140 0.3029 1.0076  -0.6707
12 C -1.1394 1.1253 0.5425  0.0994
13 H -1.3666 2.2289 -1.4083  0.3764
14 H 0.0092 1.4871 2.1955  0.4254
15 C -0.0778 0.6363 1.6214  -0.9119
16 S 0.9986 -1.3334 0.1622  -0.0397
17 H -1.5956 2.0514 1.0690  0.3242
18 H -1.1983 0.0647 -3.8324  0.2628
19 H 3.3751 -2.2450 -0.1756  0.2599
20 H 0.3364 1.8637 -0.7426  0.3610
21 H -2.6266 -0.3933 1.1992  0.4065
22 H -3.0564 0.3847 -0.1943  0.4166
23 H 2.1118 -3.4636 0.4911  0.3162
24 H 1.8784 0.9557 0.2810  0.4152

Taking the records one at a time from the top gives electronic energy values of -364.12922, -364.08103, -439.33349, -329.95926, -329.80896, -405.07378, -404.99942, -404.54821, -480.30629, -555.77800, -631.08593, -727.97578 Eh.
Taking the records one at a time from the top gives ΔE to the lowest compared entry with this formula, charge and spin values of 28.9, 59.2, 59.7, 35.4, 45.1, 29.1, 75.8, 56.8, 47.5, 55.6, 28.0, 48.6 kcal/mol.
Taking the records one at a time from the top gives molar mass values of 118.204, 118.204, 134.203, 106.189, 106.189, 122.188, 122.188, 122.188, 138.187, 154.186, 170.185, 138.256 g/mol.